ORCA calculation (wB97M-V/def2-TZVPD) on a structure of composition C20H42NNdOP3 at a distorted geometry.

The value obtained for the largest force on an atom is 0.0540 hartree/bohr. As for the spin multiplicity: 4. As for the charge: +3. As for the energy above the lowest of the compared OMol25 structures with the same formula, charge and spin: 0.0 kJ/mol. The calculation puts the LUMO energy (spin up / spin down) at -10.37 / -9.87 eV. As for the expectation value of S²: 3.76. The calculation puts the highest occupied orbital energy (spin up / spin down) at -0.57310 / -0.57312 hartree.

Last column: natural (NBO) charge in e.
Element x y z (Å)
Nd (-0.12110, 0.00302, 0.49549)  1.926
P (0.62814, -2.68228, -0.14388)  0.685
P (2.62777, -0.24537, 1.56911)  0.699
P (-3.00219, 0.40181, 0.50916)  0.657
O (-0.41295, 1.02530, -2.77932)  -0.736
N (-0.30917, 0.00320, 2.82651)  -0.666
C (3.14447, -1.52711, 2.77025)  -0.908
C (-4.39039, -0.77069, 0.72229)  -0.903
C (0.20536, 0.58050, -5.08377)  -0.274
C (-0.02495, 0.12339, 3.95731)  0.633
C (-1.66477, 2.52316, -5.91172)  -0.185
C (1.62349, -4.14210, 0.30207)  -0.912
C (0.82323, 2.91735, -0.17955)  -0.478
C (-0.56252, -0.35949, 6.36694)  -0.588
C (0.39867, 0.25407, 5.32200)  -0.576
C (3.15221, 1.24903, 2.48975)  -0.916
C (-0.81245, -3.53148, -0.88935)  -0.922
C (-0.61799, 1.23867, -4.15148)  0.230
C (1.58429, -2.03920, -1.58483)  -0.940
C (0.15538, 1.01388, -6.41561)  -0.168
C (0.26930, 3.32329, 0.98981)  -0.345
C (-0.77176, 1.97982, -6.84095)  -0.193
C (-1.56349, 2.19424, -4.54961)  -0.224
C (4.03056, -0.37064, 0.39671)  -0.911
C (-3.10436, 0.52054, -1.32631)  -0.935
C (-3.74964, 2.03054, 0.89030)  -0.903
H (0.24049, 2.80805, -1.11079)  0.248
H (1.89311, 2.69221, -0.29341)  0.230
H (-5.12269, -0.65082, -0.08787)  0.271
H (0.55079, 1.32903, 5.53809)  0.305
H (0.84843, 3.39567, 1.91416)  0.225
H (-0.47839, -4.39794, -1.47723)  0.281
H (1.43729, -4.95356, -0.41660)  0.280
H (-4.40159, 2.35911, 0.06867)  0.272
H (1.39729, -0.20442, 5.42540)  0.290
H (-4.14337, 0.77689, -1.55650)  0.279
H (-1.46758, -3.87438, -0.07464)  0.267
H (-0.47257, 0.06610, -2.60508)  0.450
H (4.23298, -1.45779, 2.90439)  0.272
H (0.86547, -0.22417, -4.74357)  0.209
H (3.95894, -1.29085, -0.19098)  0.238
H (2.88461, -2.52714, 2.39961)  0.249
H (-4.88050, -0.61791, 1.68995)  0.272
H (1.50884, -0.93756, -1.70688)  0.203
H (-2.41012, 3.24687, -6.23318)  0.242
H (-2.43689, 1.29655, -1.71627)  0.259
H (-2.85573, -0.43728, -1.80002)  0.232
H (4.24672, 1.22818, 2.58024)  0.276
H (-1.57989, 0.03290, 6.24181)  0.237
H (2.64916, -2.27358, -1.45232)  0.280
H (1.21367, -2.52299, -2.49816)  0.284
H (-0.59344, -1.45120, 6.26311)  0.236
H (2.69727, -3.91651, 0.32790)  0.260
H (-1.40248, -2.84963, -1.51600)  0.239
H (0.87971, 0.60411, -7.12026)  0.241
H (2.84242, 2.15486, 1.95235)  0.242
H (1.34607, -4.49626, 1.30362)  0.271
H (4.03937, 0.49886, -0.27066)  0.256
H (-2.94963, 2.76937, 1.02718)  0.235
H (-4.33284, 1.96980, 1.81634)  0.274
H (2.70821, 1.24632, 3.49390)  0.239
H (2.64862, -1.34583, 3.73274)  0.237
H (-0.78574, 3.60418, 1.06355)  0.225
H (-3.99748, -1.79430, 0.68896)  0.248
H (-2.22073, 2.63767, -3.79706)  0.209
H (-0.81198, 2.30019, -7.88770)  0.251
H (-0.23320, -0.11592, 7.38296)  0.270
H (4.95222, -0.39031, 0.98892)  0.268

Atoms 1-6, force components in eV/Å:
0.26 0.73 -0.50
0.29 -1.01 -0.71
1.39 0.02 0.37
-1.69 0.32 -0.86
0.01 -0.97 1.38
0.52 0.35 2.70